Entry 1:
C6H10O | ωB97M-V/def2-TZVPD

Summary:
Orbital gap (eV): 8.799
Energy above the lowest of the compared OMol25 structures with the same formula, charge and spin (kcal/mol): 108.4
Electronic energy (eV): -8426.5415
Highest occupied orbital energy (eV): -9.251
Net charge: 0
E_LUMO (eV): -0.5

Cartesian coordinates (Å):
1 H 0.49690 1.77037 -0.20475
2 H 2.08968 2.44757 -0.77412
3 C 1.58304 1.72440 -0.13661
4 H 1.55260 0.91997 1.93480
5 C -0.43201 -1.02850 0.42695
6 H -0.69025 -1.95692 0.94333
7 H -0.84219 -1.68493 -1.60751
8 C -1.17530 -0.91743 -0.89488
9 C 2.20100 1.23168 1.11742
10 O -3.22837 -1.20231 0.32188
11 H -3.25482 -1.00721 -1.68203
12 H 0.65177 -1.02667 0.25298
13 C -2.66879 -1.05187 -0.73862
14 H -0.69659 -0.20088 1.09494
15 H -0.97598 0.04091 -1.39842
16 C 2.21077 0.36194 -0.10282
17 H 3.17856 1.57987 1.44746

=====

Entry 2:
C6H10O | ωB97M-V/def2-TZVPD

Summary:
Orbital gap (eV): 10.784
Energy above the lowest of the compared OMol25 structures with the same formula, charge and spin (kcal/mol): 20.7
Electronic energy (eV): -8430.3445
Highest occupied orbital energy (eV): -9.667
Net charge: 0
E_LUMO (eV): 1.1

Cartesian coordinates (Å):
1 H 1.04470 1.63934 -1.45354
2 C -0.84894 -0.00533 -0.53082
3 H 2.53992 0.23788 -0.51708
4 H -1.08153 -0.03676 -1.60668
5 C 0.44745 -0.77572 -0.33154
6 H 1.07983 2.46929 0.14769
7 O -0.56199 1.33485 -0.15578
8 H 0.61535 -1.64163 -0.96195
9 H -2.90763 0.12244 0.10669
10 H 1.68145 -1.64987 1.24519
11 H -1.79320 -0.48936 1.35151
12 C 1.54507 0.22147 -0.07518
13 C 0.81612 1.53972 -0.37604
14 H 0.67195 -0.28016 1.88689
15 H -2.27213 -1.53529 -0.00023
16 C 1.12239 -0.73355 1.01103
17 C -2.02915 -0.50544 0.28152

=====

Entry 3:
C6H10O | ωB97M-V/def2-TZVPD

Summary:
Orbital gap (eV): 8.698
Energy above the lowest of the compared OMol25 structures with the same formula, charge and spin (kcal/mol): 93.1
Electronic energy (eV): -8427.2019
Highest occupied orbital energy (eV): -9.020
Net charge: 0
E_LUMO (eV): -0.3

Cartesian coordinates (Å):
1 H 3.33947 0.14628 -0.39044
2 H 0.38017 -0.30224 1.88088
3 H 0.99881 0.83854 -0.89558
4 H 1.49677 1.58300 0.61637
5 H 2.85260 -0.45900 1.19972
6 O -1.07356 0.84305 0.87312
7 H -2.72041 0.99516 -1.16426
8 C 0.09351 0.00173 0.85441
9 C 1.28882 0.61832 0.13872
10 H -1.34347 0.08667 -1.81194
11 H -2.63076 -0.60063 0.90577
12 H 2.27355 -1.26909 -0.26434
13 C 2.51010 -0.29333 0.17185
14 C -2.21109 0.02829 -1.14545
15 C -1.78187 -0.27134 0.29198
16 C -0.59395 -1.19266 0.25715
17 H -2.87869 -0.75274 -1.51795

=====

Entry 4:
C6H10O | ωB97M-V/def2-TZVPD

Summary:
Orbital gap (eV): 7.744
Energy above the lowest of the compared OMol25 structures with the same formula, charge and spin (kcal/mol): 73.3
Electronic energy (eV): -8428.0600
Highest occupied orbital energy (eV): -7.795
Net charge: 0
E_LUMO (eV): -0.1

Cartesian coordinates (Å):
1 H -0.98863 -0.92360 -2.12632
2 C 1.15193 -0.10133 0.35608
3 O 2.06320 -0.54441 -0.50489
4 C -0.05475 -0.96865 0.58725
5 H -0.20073 -1.05667 1.66569
6 H 0.64357 2.62287 2.12494
7 C -1.21155 -0.04095 -1.51263
8 C 1.35974 1.13643 0.93767
9 H -1.58316 0.50071 0.55604
10 H 2.28186 1.64422 0.62888
11 H 0.14220 -1.97478 0.18448
12 C -1.33920 -0.38940 -0.03192
13 H -2.14318 -1.12085 0.11636
14 H -0.41787 0.69695 -1.67752
15 C 0.36645 1.59419 1.81866
16 H 1.80574 -1.41181 -0.84780
17 H -2.14482 0.39501 -1.88401

=====

Entry 5:
C6H10O | ωB97M-V/def2-TZVPD

Summary:
Orbital gap (eV): 9.674
Energy above the lowest of the compared OMol25 structures with the same formula, charge and spin (kcal/mol): 61.0
Electronic energy (eV): -8428.5958
Highest occupied orbital energy (eV): -9.504
Net charge: 0
E_LUMO (eV): 0.2

Cartesian coordinates (Å):
1 C -1.38918 -0.03405 -0.00204
2 H 1.98860 -0.27850 -1.99817
3 C 1.43589 -0.65295 -1.13956
4 C 0.17524 -1.06781 -1.25801
5 H -1.46439 1.97915 0.58630
6 H 0.02744 1.89199 2.45504
7 H 1.19530 1.31729 -0.67114
8 H 1.94971 -0.66425 -0.18099
9 C -0.72677 -1.37871 -0.08711
10 H -1.44406 -2.17448 -0.31707
11 H -0.16556 -1.62737 0.81449
12 H -2.12111 0.15650 -0.78759
13 O 0.66439 0.00590 2.16373
14 C -0.04265 0.95059 1.87048
15 H -0.32244 -1.00267 -2.22554
16 H 0.74171 1.76619 -0.28222
17 C -1.02483 1.00088 0.77062

=====

Entry 6:
C6H10O | ωB97M-V/def2-TZVPD

Summary:
Orbital gap (eV): 10.035
Energy above the lowest of the compared OMol25 structures with the same formula, charge and spin (kcal/mol): 131.4
Electronic energy (eV): -8425.5431
Highest occupied orbital energy (eV): -9.087
Net charge: 0
E_LUMO (eV): 0.9

Cartesian coordinates (Å):
1 O 1.78597 0.03459 0.80991
2 H 0.68391 1.10329 -1.48630
3 H 0.92608 -1.55296 1.87118
4 H -1.69430 -0.69543 -0.91683
5 H -1.01910 1.60256 -1.59047
6 H -0.71627 -1.80266 -1.50527
7 H -0.44274 0.20120 -2.51429
8 H -1.09408 0.34190 1.78370
9 H 1.13134 1.52880 2.12967
10 H -0.70184 -2.30817 0.15164
11 C -0.34303 0.73773 -1.56447
12 C -0.32488 0.25927 1.01621
13 C -0.12585 -1.48972 -0.26407
14 C 0.92954 1.15337 1.11277
15 H 1.05602 1.97992 0.40438
16 C 0.73043 -0.90810 0.99248
17 C -0.78121 -0.18558 -0.43025